No. 1
# C25H47BrFN2

A 3-piece molecular cluster, C25H47BrFN2 overall in a non-equilibrium geometry (wB97M-V/def2-TZVPD, the OMol25 dataset).

The geometry in ORCA input format:
```
! RIJCOSX wB97M-V def2-TZVPD def2/J DEFGRID3
* xyz 1 1
C 5.94 -1.32 2.52
C 5.04 -1.28 1.27
F 5.63 -0.43 0.36
C 3.65 -0.71 1.55
C 2.51 -1.70 1.74
N 2.20 -2.43 0.55
C 1.13 -3.42 0.70
C 0.37 -3.37 2.02
C -0.72 -2.32 2.11
C -0.94 -1.37 1.11
C -1.93 -0.40 1.26
C -2.72 -0.35 2.40
C -2.51 -1.30 3.40
C -1.52 -2.27 3.25
N 1.27 -3.18 3.24
C 2.64 -2.63 2.95
Br 3.81 -4.16 2.71
H 5.31 -1.31 3.41
H 6.53 -2.23 2.58
H 6.54 -0.43 2.55
H 5.00 -2.27 0.82
H 3.37 -0.14 0.67
H 3.66 0.00 2.37
H 1.64 -1.07 1.97
H 3.03 -2.84 0.14
H 1.55 -4.42 0.59
H 0.40 -3.33 -0.10
H -0.09 -4.35 2.14
H -0.34 -1.35 0.21
H -2.09 0.33 0.49
H -3.47 0.41 2.50
H -3.13 -1.28 4.28
H -1.41 -2.99 4.05
H 0.82 -2.55 3.92
H 1.38 -4.07 3.72
H 3.01 -2.09 3.81
C -2.87 1.18 -5.68
C -3.09 1.42 -4.19
C -2.07 0.72 -3.30
C -2.07 -0.81 -3.40
C -3.41 -1.48 -3.09
C -3.89 -1.22 -1.67
H -2.97 0.12 -5.94
H -3.60 1.73 -6.27
H -1.87 1.51 -5.98
H -4.11 1.12 -3.92
H -3.04 2.50 -3.99
H -2.25 1.02 -2.26
H -1.07 1.08 -3.55
H -1.31 -1.20 -2.71
H -1.75 -1.11 -4.40
H -3.29 -2.56 -3.24
H -4.17 -1.15 -3.80
H -3.15 -1.56 -0.94
H -4.82 -1.74 -1.47
H -4.07 -0.15 -1.49
C 0.03 5.71 -1.03
C 1.00 4.54 -0.92
C 0.36 3.18 -1.23
C -0.78 2.78 -0.29
C -0.41 2.72 1.19
C 0.67 1.69 1.49
H -0.79 5.63 -0.31
H 0.55 6.65 -0.83
H -0.40 5.76 -2.03
H 1.45 4.52 0.08
H 1.83 4.69 -1.61
H 1.14 2.41 -1.22
H -0.02 3.20 -2.25
H -1.15 1.80 -0.61
H -1.62 3.47 -0.42
H -1.31 2.47 1.76
H -0.09 3.71 1.54
H 0.35 0.70 1.17
H 0.87 1.65 2.57
H 1.61 1.93 0.99
*
```

Output
Energy relative to the best compared isomer or geometry (same formula, charge and spin)   0.000 eV
Gap between HOMO and LUMO   9.604 eV

---

No. 2
# C4H5FO

One molecule with the formula C4H5FO in a non-equilibrium geometry (wB97M-V/def2-TZVPD, the OMol25 dataset).

The geometry in ORCA input format:
```
! RIJCOSX wB97M-V def2-TZVPD def2/J DEFGRID3
* xyz 0 1
C -2.03 -0.74 -0.05
C 0.26 0.40 -0.79
C 0.25 0.50 0.72
C -1.10 0.34 -0.01
O -3.19 -0.63 -0.01
F -1.77 1.55 0.09
H -1.51 -1.80 -0.14
H 0.64 1.19 -1.48
H 0.72 -0.67 -1.08
H 0.50 -0.21 1.52
H 0.31 1.57 1.11
*
```

Output
SMILES   O=CC1(F)CC1
Energy relative to the best compared isomer or geometry (same formula, charge and spin)   1.401 eV
Gap between HOMO and LUMO   11.101 eV

---

No. 3
# C29H38B2N5O17Pb

C29H38B2N5O17Pb as an isolated structure in a non-equilibrium geometry (wB97M-V/def2-TZVPD, the OMol25 dataset).

The geometry in ORCA input format:
```
! RIJCOSX wB97M-V def2-TZVPD def2/J DEFGRID3
* xyz -2 2
Pb 0.47 0.08 0.43
O -6.85 5.01 -1.00
C -5.72 4.80 -0.52
O -5.15 3.61 -0.31
B -4.00 3.93 0.67
O -3.88 5.39 0.74
C -4.93 5.89 0.18
O -5.10 7.11 0.10
O -2.80 3.22 0.25
C -2.38 2.46 1.21
O -1.42 1.76 1.18
C -3.44 2.52 2.40
O -4.32 3.41 2.04
O -3.47 1.78 3.49
O -4.03 6.10 -5.28
C -3.73 5.06 -4.68
O -2.48 4.46 -4.61
B -2.55 3.22 -3.84
O -3.98 3.06 -3.47
C -4.73 4.07 -4.03
O -5.92 4.23 -3.80
O -2.10 2.11 -4.70
C -1.29 1.33 -3.99
O -0.84 0.25 -4.41
C -1.02 2.06 -2.64
O -1.65 3.22 -2.67
O -0.36 1.53 -1.67
C 3.53 -2.44 1.48
O 2.50 -1.52 1.14
H 3.43 -3.47 1.14
H 4.58 -2.17 1.41
H 3.39 -2.39 2.56
C -2.99 -4.01 -2.97
C -3.92 -2.86 -2.53
C -3.18 -1.59 -2.38
C -1.98 -1.72 -1.50
N -1.04 -1.85 -0.89
H -3.49 -4.91 -3.33
H -2.46 -4.32 -2.07
H -2.16 -3.70 -3.60
H -4.42 -3.15 -1.60
H -4.57 -2.83 -3.41
H -3.93 -0.81 -2.26
H -2.76 -1.21 -3.31
C 5.50 -1.40 -2.02
C 4.70 -1.92 -3.21
C 3.67 -0.84 -3.75
C 2.65 -0.53 -2.75
N 1.82 -0.26 -1.96
H 5.67 -2.09 -1.20
H 4.99 -0.58 -1.53
H 6.51 -1.16 -2.36
H 4.09 -2.80 -3.02
H 5.42 -2.10 -4.01
H 3.23 -1.29 -4.64
H 4.11 0.06 -4.19
C 1.87 -2.53 5.38
C 2.58 -1.28 5.84
C 2.84 -0.17 4.77
C 1.72 0.30 3.92
N 0.82 0.70 3.28
H 2.34 -3.13 4.60
H 0.88 -2.25 5.04
H 1.84 -3.26 6.19
H 3.48 -1.64 6.34
H 1.95 -0.73 6.53
H 3.70 -0.52 4.19
H 3.16 0.68 5.37
C 5.19 1.99 1.15
C 4.70 3.47 1.67
C 3.61 3.95 0.77
C 2.37 3.15 0.69
N 1.45 2.47 0.64
H 6.13 1.56 1.50
H 5.19 2.00 0.06
H 4.54 1.22 1.57
H 5.65 4.01 1.70
H 4.26 3.46 2.67
H 4.13 4.13 -0.17
H 3.24 4.89 1.19
C -2.62 -5.36 0.70
C -2.40 -4.84 2.10
C -1.01 -4.22 2.39
C -1.03 -2.81 2.20
N -1.08 -1.62 2.08
H -3.67 -5.18 0.46
H -2.41 -6.40 0.46
H -1.90 -4.78 0.14
H -2.51 -5.70 2.76
H -3.29 -4.26 2.36
H -0.27 -4.68 1.74
H -0.68 -4.42 3.41
*
```

Output
⟨S²⟩   0.753
Gap between HOMO and LUMO (spin up / spin down)   2.147 / 6.262 eV

---

No. 4
# C47H45BN12OPRe

C47H45BN12OPRe as an isolated structure in a non-equilibrium geometry (wB97M-V/def2-TZVPD, the OMol25 dataset).

The geometry in ORCA input format:
```
! RIJCOSX wB97M-V def2-TZVPD def2/J DEFGRID3
* xyz 4 3
Re -1.25 -0.01 1.29
C 1.37 -1.86 3.28
C 1.46 -0.40 3.03
C 2.50 0.41 3.49
C 2.19 1.68 3.07
N 1.05 1.64 2.37
N 0.58 0.37 2.35
B 0.11 2.84 2.15
N -1.08 2.55 3.09
C -1.56 3.19 4.17
C -2.74 2.59 4.56
C -2.94 1.54 3.66
C -4.12 0.64 3.58
N -1.92 1.51 2.80
N -0.50 2.85 0.72
C -0.85 3.96 0.03
C -2.00 3.70 -0.68
C -2.34 2.38 -0.36
C -3.60 1.65 -0.65
N -1.39 1.88 0.42
N 0.85 4.14 2.31
C 0.53 5.36 2.85
C 1.47 6.26 2.46
C 2.39 5.51 1.66
C 3.60 5.99 0.99
N 1.97 4.25 1.59
H 2.23 -2.37 2.84
H 0.47 -2.31 2.87
H 1.43 -2.05 4.35
H 3.33 0.09 4.09
H 2.73 2.59 3.22
H -1.04 4.00 4.63
H -3.36 2.86 5.38
H -5.02 1.21 3.79
H -4.04 -0.13 4.33
H -4.21 0.19 2.59
H -0.29 4.87 0.09
H -2.54 4.38 -1.31
H -3.80 1.55 -1.71
H -4.43 2.21 -0.22
H -3.56 0.66 -0.18
H -0.35 5.51 3.44
H 1.54 7.30 2.71
H 3.95 6.91 1.45
H 3.37 6.24 -0.06
H 4.38 5.23 0.97
O -1.55 -0.97 4.07
N -1.89 -1.38 2.78
C -2.83 -2.27 2.81
C -3.55 -2.92 1.76
C -4.62 -3.75 2.17
C -5.37 -4.45 1.25
C -5.04 -4.40 -0.10
C -3.97 -3.62 -0.52
C -3.25 -2.84 0.38
P -1.81 -1.92 -0.28
C -2.31 -1.34 -1.93
C -3.65 -1.07 -2.22
C -4.02 -0.72 -3.51
C -3.07 -0.66 -4.51
C -1.74 -0.90 -4.22
C -1.35 -1.22 -2.93
C -0.70 -3.34 -0.57
C -0.04 -3.88 0.54
C 0.79 -4.97 0.40
C 0.95 -5.55 -0.85
C 0.24 -5.07 -1.94
C -0.59 -3.97 -1.81
H -0.59 -0.99 4.19
H -3.14 -2.57 3.81
H -4.85 -3.83 3.22
H -6.20 -5.05 1.58
H -5.61 -4.95 -0.83
H -3.70 -3.61 -1.57
H -4.40 -1.13 -1.45
H -5.06 -0.53 -3.72
H -3.37 -0.44 -5.53
H -1.00 -0.85 -5.01
H -0.31 -1.43 -2.72
H -0.21 -3.45 1.51
H 1.30 -5.37 1.25
H 1.61 -6.40 -0.97
H 0.32 -5.57 -2.89
H -1.15 -3.63 -2.67
N 4.17 0.80 -3.97
C 5.37 0.40 -4.49
C 6.09 0.76 -5.63
C 7.29 0.09 -5.88
C 7.72 -0.97 -5.08
C 7.00 -1.36 -3.96
C 5.79 -0.69 -3.68
N 4.86 -0.92 -2.74
C 3.90 -0.01 -2.91
C 2.73 0.01 -2.06
C 2.64 -0.91 -1.00
C 1.52 -0.92 -0.20
N 0.48 -0.09 -0.39
C 0.55 0.76 -1.41
C 1.64 0.86 -2.25
H 3.62 1.57 -4.32
H 5.70 1.48 -6.34
H 7.89 0.39 -6.72
H 8.64 -1.47 -5.32
H 7.36 -2.12 -3.28
H 3.45 -1.60 -0.83
H 1.45 -1.63 0.61
H -0.31 1.39 -1.60
H 1.61 1.59 -3.04
*
```

Output
⟨S²⟩   2.031
Gap between HOMO and LUMO (spin up / spin down)   4.743 / 4.016 eV

---

No. 5
# C18H28F9N2O8P2

A 3-piece molecular cluster, C18H28F9N2O8P2 overall in a non-equilibrium geometry (wB97M-V/def2-TZVPD, the OMol25 dataset).

The geometry in ORCA input format:
```
! RIJCOSX wB97M-V def2-TZVPD def2/J DEFGRID3
* xyz 1 1
N 2.13 -1.74 1.67
P 1.18 -0.71 0.75
O 2.16 0.61 0.70
C 1.41 -1.33 -1.07
C 2.75 -0.95 -1.76
C 3.95 -1.26 -0.87
C 5.16 -1.82 -1.48
O 4.23 -2.64 -0.71
C 1.31 -2.78 -0.96
N 0.30 -3.32 -1.56
P -0.02 -5.04 -1.37
O 1.17 -5.71 -0.85
C -0.48 -2.37 -2.36
C 0.21 -1.02 -2.06
C -0.67 0.25 -1.97
C -1.74 0.50 -0.89
O -1.32 1.18 0.27
C -2.54 -0.72 -0.44
F -3.40 -0.38 0.47
F -1.80 -1.71 0.06
F -3.22 -1.22 -1.47
H 1.55 -2.46 2.10
H 2.96 -2.15 1.26
H 2.21 0.94 -0.21
H 2.88 -1.54 -2.67
H 2.76 0.12 -1.98
H 4.09 -0.63 -0.01
H 5.14 -2.09 -2.53
H 6.09 -1.66 -0.97
H 1.93 -3.43 -0.36
H -0.49 -5.38 -2.64
H -1.13 -5.00 -0.51
H -0.29 -2.62 -3.41
H -1.55 -2.44 -2.26
H 0.75 -0.83 -2.99
H 0.01 1.10 -1.94
H -1.18 0.33 -2.92
H -2.50 1.13 -1.35
H -0.40 1.44 0.20
C 3.59 3.94 1.69
C 4.02 5.18 0.93
O 5.43 5.12 0.62
C 5.75 4.37 -0.41
O 5.02 3.71 -1.09
C 7.28 4.45 -0.65
F 7.95 4.34 0.49
F 7.58 5.62 -1.22
F 7.66 3.47 -1.47
H 4.19 3.81 2.59
H 2.54 4.01 1.97
H 3.72 3.05 1.07
H 3.88 6.08 1.53
H 3.45 5.29 0.01
C -5.63 -0.93 2.92
C -6.53 -1.10 1.71
O -7.91 -0.92 2.07
C -8.33 0.33 2.14
O -7.68 1.32 1.94
C -9.83 0.36 2.50
F -10.10 -0.49 3.49
F -10.54 0.00 1.43
F -10.19 1.58 2.87
H -5.93 -1.61 3.72
H -4.59 -1.14 2.65
H -5.68 0.09 3.30
H -6.46 -2.12 1.32
H -6.26 -0.41 0.91
*
```

Output
Gap between HOMO and LUMO   8.123 eV

---

No. 6
# C6H7FN2O2

One molecule with the formula C6H7FN2O2 in a non-equilibrium geometry (wB97M-V/def2-TZVPD, the OMol25 dataset).

The geometry in ORCA input format:
```
! RIJCOSX wB97M-V def2-TZVPD def2/J DEFGRID3
* xyz 0 1
C 0.20 -1.10 -1.81
C -0.62 -1.54 -0.70
C 0.85 0.03 -1.72
C -0.53 1.40 -0.19
C 0.97 -0.29 0.65
C -0.34 -0.92 0.50
N 0.78 0.73 -0.38
N -0.48 1.88 1.04
O -1.46 1.57 -0.92
O -1.18 -1.01 1.55
F 1.12 0.19 1.96
H 0.27 -1.58 -2.75
H -1.56 -2.16 -0.77
H 1.56 0.41 -2.41
H 1.91 -0.88 0.60
H 0.28 1.85 1.60
H -1.05 2.62 1.33
H -0.68 -1.21 2.40
*
```

Output
SMILES   NC(=O)N1C=CC=C(O)[C@@H]1F
Energy relative to the best compared isomer or geometry (same formula, charge and spin)   0.000 eV
Gap between HOMO and LUMO   8.873 eV

---

Number 1: E_tot -3763.9294 Ha. Number 2: E_tot -330.4363 Ha. Number 3: E_tot -2923.5462 Ha. Number 4: E_tot -2993.5113 Ha. Number 5: E_tot -2995.4054 Ha. Number 6: E_tot -592.6144 Ha.